<one>
A structure of composition C3H7NS, computed with ωB97M-V with the def2-TZVPD basis set.

```
! RIJCOSX wB97M-V def2-TZVPD def2/J DEFGRID3
* xyz 0 1
C -0.141 -1.361 -0.092
C 0.004 0.045 -0.618
C -0.950 1.025 0.013
N 0.923 -0.387 0.393
S 3.039 0.311 -0.137
H -0.840 -1.640 0.718
H 0.174 -2.306 -0.622
H 0.332 0.152 -1.567
H -0.168 1.840 0.399
H -1.558 0.636 0.900
H -1.765 1.467 -0.577
H 0.951 0.218 1.190
*
```

Results
- LUMO level (eV) = -0.651
- HOMO-LUMO gap (Eh) = 0.27715

---

<two>
The molecule C3H7NS, computed with ωB97M-V with the def2-TZVPD basis set.

```
! RIJCOSX wB97M-V def2-TZVPD def2/J DEFGRID3
* xyz 0 1
C -0.864 0.449 0.613
C -0.468 1.643 -0.136
C 0.841 -1.650 -0.206
N 0.155 -0.504 -0.553
S 1.043 0.890 -0.888
H -0.535 0.547 1.657
H -1.820 0.056 0.577
H -1.242 1.870 -0.891
H -0.135 2.539 0.338
H 0.226 -2.118 0.437
H 0.998 -2.129 -1.197
H 1.802 -1.593 0.249
*
```

Results
- LUMO level (eV) = 0.678
- HOMO-LUMO gap (Eh) = 0.29761

---

<three>
The molecule C3H7NS, computed with ωB97M-V with the def2-TZVPD basis set.

```
! RIJCOSX wB97M-V def2-TZVPD def2/J DEFGRID3
* xyz 0 1
C -0.637 -0.843 -2.229
C 0.521 0.429 1.338
C 1.724 1.080 2.042
H 0.209 -1.513 -2.151
H -0.410 0.076 -2.897
H -1.616 -1.347 -2.462
H -0.325 0.117 1.919
H 1.345 1.752 2.838
H 2.432 0.337 2.520
H 2.301 1.678 1.312
N 0.532 0.327 0.061
S -1.082 -0.462 -0.526
*
```

Results
- LUMO level (eV) = 0.962
- HOMO-LUMO gap (Eh) = 0.34833

---

Most stable of them? <three>.

---

<one>
The molecule C3H7NO2S2, computed with ωB97M-V with the def2-TZVPD basis set.

```
! RIJCOSX wB97M-V def2-TZVPD def2/J DEFGRID3
* xyz 0 1
C -0.183 0.776 0.405
C -0.342 -0.658 0.791
C 0.664 0.786 -0.772
N -0.980 -1.477 -0.222
O -0.237 -0.871 -2.804
O 0.112 1.631 -3.244
S -0.165 -1.944 -1.408
S -0.561 0.714 -2.351
H -1.276 1.069 0.130
H 0.201 1.446 1.106
H 0.606 -1.138 1.071
H -0.971 -0.542 1.672
H 1.130 1.844 -0.876
H 1.387 -0.075 -0.847
H -1.175 -2.524 -1.932
*
```

Results
- LUMO level (eV) = 0.281
- HOMO-LUMO gap (Eh) = 0.33872

---

<two>
A cluster of 2 separate species, C3H7NO2S2 in total, computed with ωB97M-V with the def2-TZVPD basis set.

```
! RIJCOSX wB97M-V def2-TZVPD def2/J DEFGRID3
* xyz 0 1
C 1.813 0.369 0.431
C -1.373 1.059 -0.941
C -1.089 -0.090 1.034
N -0.616 0.230 -0.053
O 1.294 -1.827 1.489
O 1.310 -1.855 -1.089
S 2.313 1.251 -0.835
S 2.051 -1.438 0.328
H -0.684 1.878 -1.216
H -1.608 0.522 -1.801
H -2.293 1.508 -0.493
H -0.524 -0.813 1.638
H -2.132 0.118 1.325
H 1.193 0.785 1.213
H 0.346 -1.697 -1.029
*
```

Results
- LUMO level (eV) = -0.812
- HOMO-LUMO gap (Eh) = 0.29306

---

<three>
The molecule C3H7NO2S2, computed with ωB97M-V with the def2-TZVPD basis set.

```
! RIJCOSX wB97M-V def2-TZVPD def2/J DEFGRID3
* xyz 0 1
C 0.709 -0.880 -0.170
C 1.942 0.187 -0.328
C -1.368 -0.039 0.827
N -0.539 -0.137 -0.279
O 1.744 1.256 0.519
O -3.265 -0.282 -1.059
S 0.638 2.371 0.025
S -3.182 -0.436 0.378
H 0.862 -1.530 -1.048
H 0.858 -1.194 0.859
H 2.859 -0.470 -0.174
H 2.053 0.552 -1.311
H -1.119 -0.544 1.703
H -1.345 0.947 1.170
H -0.849 0.199 -1.113
*
```

Results
- LUMO level (spin up / spin down) (eV) = -1.349 / -0.761
- HOMO-LUMO gap (spin up / spin down) (Eh) = 0.25781 / 0.27531

---

Most stable of them? <two>.

---

<one>
The molecule C23H25N3O4, computed with ωB97M-V with the def2-TZVPD basis set.

```
! RIJCOSX wB97M-V def2-TZVPD def2/J DEFGRID3
* xyz 0 1
C 1.104 2.737 3.459
H 1.707 3.488 2.961
H 1.200 2.875 4.532
H 0.066 2.891 3.172
C 1.554 1.321 3.076
N 1.230 1.084 1.647
C 1.506 2.054 0.748
O 2.263 2.985 0.938
C 0.790 1.992 -0.615
H 0.802 3.020 -0.992
H 1.314 1.340 -1.315
O -0.552 1.517 -0.579
C -1.413 2.201 0.168
O -1.154 3.171 0.823
C -2.813 1.587 0.096
N -2.936 0.611 -0.958
C -3.205 0.993 -2.236
N -3.253 0.223 -3.251
C -3.003 -1.112 -3.057
C -3.032 -1.981 -4.153
C -2.781 -3.322 -3.972
C -2.501 -3.831 -2.703
C -2.468 -2.991 -1.614
C -2.716 -1.625 -1.779
C -2.647 -0.719 -0.642
O -2.360 -1.030 0.499
H -2.255 -3.360 -0.622
H -2.310 -4.885 -2.578
H -2.803 -3.991 -4.820
H -3.252 -1.572 -5.125
H -3.399 2.048 -2.384
H -3.544 2.389 -0.024
H -2.994 1.076 1.050
C 0.837 -0.248 1.208
C 1.592 -0.756 0.005
C 2.950 -0.506 -0.160
C 3.627 -1.013 -1.255
C 2.959 -1.780 -2.195
C 1.610 -2.043 -2.032
C 0.934 -1.535 -0.937
H -0.116 -1.747 -0.809
H 1.079 -2.642 -2.758
H 3.489 -2.172 -3.051
H 4.681 -0.808 -1.373
H 3.478 0.098 0.562
H -0.240 -0.310 1.019
H 1.053 -0.941 2.022
C 0.787 0.345 3.976
H -0.258 0.285 3.684
H 0.831 0.709 5.000
H 1.218 -0.654 3.975
C 3.060 1.161 3.299
H 3.382 0.152 3.044
H 3.600 1.874 2.682
H 3.303 1.348 4.342
*
```

Results
- LUMO level (eV) = 0.219
- HOMO-LUMO gap (Eh) = 0.33395

---

<two>
The molecule C23H25N3O4, computed with ωB97M-V with the def2-TZVPD basis set.

```
! RIJCOSX wB97M-V def2-TZVPD def2/J DEFGRID3
* xyz 0 1
C 5.452 1.680 -1.373
H 5.908 0.750 -1.706
H 4.685 1.959 -2.090
H 6.215 2.456 -1.370
C 4.865 1.509 0.035
C 3.821 0.405 0.004
C 2.710 0.536 -0.827
C 1.735 -0.436 -0.889
C 1.837 -1.583 -0.108
C 2.937 -1.735 0.724
C 3.909 -0.750 0.771
H 4.747 -0.908 1.430
H 3.033 -2.618 1.333
N 0.803 -2.531 -0.205
C 0.651 -3.682 0.482
O 1.419 -4.147 1.292
C -0.666 -4.409 0.131
H -0.673 -5.375 0.638
H -0.748 -4.540 -0.954
O -1.811 -3.708 0.621
C -2.364 -2.779 -0.144
O -1.941 -2.465 -1.235
C -3.586 -2.189 0.519
H -3.291 -1.801 1.496
H -4.288 -3.007 0.696
C -4.260 -1.092 -0.314
C -3.483 0.193 -0.285
N -3.833 1.119 0.529
C -3.103 2.282 0.547
C -3.476 3.301 1.430
C -2.760 4.475 1.468
C -1.658 4.666 0.635
C -1.277 3.676 -0.241
C -1.993 2.479 -0.297
C -1.604 1.417 -1.218
O -0.673 1.439 -1.996
N -2.427 0.301 -1.139
H -2.188 -0.497 -1.724
H -0.429 3.795 -0.899
H -1.107 5.593 0.679
H -3.053 5.260 2.151
H -4.330 3.138 2.068
H -5.245 -0.889 0.105
H -4.367 -1.434 -1.345
H 0.086 -2.290 -0.882
H 0.888 -0.291 -1.544
H 2.584 1.412 -1.445
C 4.196 2.816 0.481
H 3.404 3.108 -0.203
H 3.763 2.697 1.472
H 4.929 3.619 0.518
C 6.016 1.206 0.999
H 6.541 0.299 0.709
H 5.654 1.099 2.019
H 6.730 2.028 0.980
*
```

Results
- LUMO level (eV) = 0.457
- HOMO-LUMO gap (Eh) = 0.31972

---

Most stable of them? <two>.

---

<one>
A cluster of 4 separate species, C3H11NO5 in total, computed with ωB97M-V with the def2-TZVPD basis set.

```
! RIJCOSX wB97M-V def2-TZVPD def2/J DEFGRID3
* xyz 0 1
O 0.442 1.602 1.272
C 0.072 0.470 1.050
N -0.496 0.246 -0.218
C -0.790 -1.029 -0.630
O -1.393 -1.303 -1.654
C 0.380 -0.639 1.990
H -0.576 1.053 -0.814
H -0.558 -1.856 0.039
H 1.390 -1.038 1.851
H 0.453 -0.217 2.989
H -0.335 -1.458 2.021
H -3.382 0.485 0.495
H -3.109 1.806 1.262
O -3.241 1.430 0.389
H 2.963 1.747 -0.081
H 3.477 1.599 -1.554
O 2.898 2.095 -0.974
H 2.415 -2.786 -1.294
H 1.065 -2.386 -1.813
O 1.485 -2.786 -1.040
*
```

Results
- LUMO level (eV) = 0.272
- HOMO-LUMO gap (Eh) = 0.38518

---

<two>
A cluster of 3 separate species, C3H11NO5 in total, computed with ωB97M-V with the def2-TZVPD basis set.

```
! RIJCOSX wB97M-V def2-TZVPD def2/J DEFGRID3
* xyz 0 1
C 1.084 -0.111 -0.970
C -0.013 0.693 -1.904
O -1.268 0.352 -1.339
N 1.135 0.393 0.388
C 0.846 -0.304 1.568
O 0.240 -1.512 1.457
O 1.387 0.009 2.656
H 0.778 -1.176 -0.867
H 2.052 -0.194 -1.321
H 0.070 1.790 -1.811
H -0.040 0.479 -2.975
H -1.090 0.676 -0.296
H 1.760 1.260 0.392
H -0.080 -1.725 0.506
H -0.732 2.671 0.114
H -2.126 3.509 -0.281
O -1.715 2.657 0.079
H -1.033 -3.238 -1.255
H -1.440 -1.650 -1.229
O -0.839 -2.359 -1.085
*
```

Results
- LUMO level (eV) = 0.389
- HOMO-LUMO gap (Eh) = 0.37083

---

Most stable of them? <one>.